[1]
Here is a cluster of 3 separate species, C33H62BN5O9P in total in a non-equilibrium geometry from OMol25. Energies are from the ωB97M-V functional and the def2-TZVPD basis.

Each line ends with the Mulliken charge.
Atoms and positions in Å:
C 2.62 5.48 -0.65  -0.7883
C 1.13 5.03 -1.17  -0.1861
O 0.62 3.78 -0.56  -0.2999
C 1.06 2.69 -1.44  -0.8148
N 0.84 1.28 -0.85  1.1531
P 1.95 0.95 0.50  -0.1683
C 1.69 2.16 1.99  -0.7365
C 3.80 1.33 0.03  0.1525
C 4.79 1.14 1.36  -0.7671
C -0.61 1.26 -0.31  -1.8989
N -1.63 1.84 -1.28  -0.2380
C -1.09 -0.25 0.16  0.8998
C -2.69 -0.17 0.64  -0.9243
O -3.47 -1.07 -0.22  -0.0081
C -4.55 -0.37 -0.94  0.1687
C -4.53 -0.03 -2.57  -0.5297
C -5.77 0.70 -3.38  0.4078
C -5.76 1.00 -5.02  -1.0446
C -7.17 1.16 -2.60  -0.5710
C -7.21 0.84 -0.97  -0.4914
C -5.96 0.10 -0.16  0.3748
C -6.11 -0.22 1.45  0.7034
C -7.43 0.45 2.15  -1.2986
C -6.30 -1.87 1.58  -0.9291
O -1.08 -1.15 -1.00  -0.2462
C 0.22 -1.19 -1.68  -1.0738
B 1.14 -2.30 -0.91  0.7752
O 2.58 -2.13 -0.51  -0.5231
O 0.57 -3.65 -0.55  -0.4417
C 1.68 -4.61 -0.31  -0.2084
C 1.13 -6.19 -0.17  -0.9859
C 0.90 0.26 -2.00  0.2787
C 2.32 0.23 -2.81  -0.5442
C 2.02 0.33 -4.46  0.0484
N 3.33 0.10 -5.24  -0.6548
N 1.55 1.73 -4.85  -0.5510
N 1.05 -0.72 -4.96  -0.5995
H 3.01 6.39 -1.32  0.3609
H 2.68 5.80 0.48  0.2544
H 3.41 4.61 -0.83  0.1822
H 1.20 4.92 -2.35  0.2886
H 0.41 5.96 -0.98  0.3021
H 0.51 2.85 -2.47  0.3336
H 2.21 2.90 -1.66  0.3570
H 2.04 3.23 1.60  0.1216
H 2.41 1.88 2.87  0.4797
H 0.60 2.15 2.42  0.3383
H 4.12 0.44 -0.70  0.1829
H 3.95 2.40 -0.44  0.0695
H 4.20 0.76 2.31  0.2137
H 5.58 0.27 1.13  0.2541
H 5.43 2.10 1.55  0.1835
H -0.73 1.93 0.67  0.8607
H -2.35 2.42 -0.78  0.3862
H -2.10 1.10 -1.84  0.0380
H -0.51 -0.65 1.10  0.3472
H -2.76 -0.62 1.74  0.3126
H -3.09 0.93 0.72  0.3290
H -3.58 -0.33 -3.23  0.1707
H -5.67 2.13 -5.28  0.2678
H -6.79 0.62 -5.48  0.2979
H -4.92 0.39 -5.58  0.3035
H -8.08 1.66 -3.20  0.2605
H -8.23 1.14 -0.43  0.0985
H -5.15 0.13 2.03  0.0835
H -7.31 1.62 2.14  0.3521
H -7.61 0.12 3.26  0.3470
H -8.45 0.22 1.58  0.2527
H -6.67 -2.17 2.67  0.3453
H -7.09 -2.29 0.79  0.2610
H -5.28 -2.42 1.42  0.1208
H -0.02 -1.67 -2.75  -0.1405
H 2.65 -1.92 0.47  0.3196
H 2.41 -4.63 -1.24  0.2527
H 2.24 -4.41 0.72  0.2109
H 2.13 -6.83 -0.02  0.3392
H 0.70 -6.49 -1.21  0.2797
H 0.39 -6.31 0.73  0.2043
H 0.16 0.73 -2.82  0.3764
H 2.96 -0.74 -2.69  0.3359
H 3.04 1.13 -2.62  0.2044
H 3.37 -0.96 -5.36  0.3622
H 3.25 0.46 -6.22  0.3301
H 0.52 1.85 -4.65  0.2704
H 1.65 1.90 -5.88  0.3318
H 0.95 -0.53 -6.00  0.3149
H 0.07 -0.52 -4.60  0.2024
O -1.63 -5.24 5.41  -0.6087
C -2.01 -4.98 4.28  0.3768
O -1.29 -4.25 3.38  -0.3244
C -2.08 -4.05 2.20  0.5132
C -3.10 -5.16 2.22  -0.6213
C -3.33 -5.38 3.69  -0.3348
H -2.55 -3.06 2.26  -0.3260
H -1.44 -4.10 1.32  0.0899
H -4.01 -4.92 1.67  0.3554
H -2.66 -6.07 1.78  0.3152
H -4.11 -4.72 4.09  0.2210
H -3.56 -6.43 3.91  0.3304
O 5.34 2.63 4.01  -0.5541
C 6.50 2.34 4.24  0.5284
O 7.14 1.27 3.69  -0.3174
C 8.44 1.16 4.27  -0.4532
C 8.76 2.53 4.81  -0.4822
C 7.40 3.05 5.20  -0.4317
H 8.41 0.40 5.06  0.2722
H 9.16 0.85 3.51  0.3109
H 9.48 2.52 5.63  0.3238
H 9.17 3.16 4.01  0.2654
H 7.13 2.76 6.22  0.2707
H 7.33 4.13 5.08  0.2897

Values from the calculation:
- E_LUMO: -1.99 eV
- Spin multiplicity: 1
- E: -71047.60441 eV
- Charge: +1
- M: 714.7 g/mol
- HOMO-LUMO gap: 8.13 eV
- Highest occupied orbital energy: -10.1 eV

***

[2]
Here is a structure of composition C33H62Cl2MoN4O3P2SbTe in a non-equilibrium geometry from OMol25. Energies are from the ωB97M-V functional and the def2-TZVPD basis.

Each line ends with the Mulliken charge.
Atoms and positions in Å:
Mo -0.31 -1.22 -1.10  -1.7798
Cl -2.77 -0.97 -0.56  0.2970
C -3.85 -1.87 -1.53  -1.2185
Cl -1.29 -2.78 -2.74  -0.2904
H -4.26 -1.29 -2.34  0.0831
H -4.56 -2.43 -0.95  0.2711
C 1.40 -1.59 -1.76  1.5988
C 2.64 -1.82 -2.33  1.2854
C 2.73 -2.22 -3.69  -0.5682
C 3.95 -2.39 -4.30  -0.5449
C 5.13 -2.18 -3.60  -0.3705
C 5.07 -1.80 -2.26  -0.7323
C 3.86 -1.63 -1.63  -0.1559
H 1.80 -2.38 -4.22  0.4114
H 3.99 -2.70 -5.34  0.3790
H 6.08 -2.30 -4.09  0.3742
H 5.98 -1.63 -1.71  0.3913
H 3.80 -1.32 -0.60  0.3554
C -2.57 -5.04 -0.32  -0.8438
C -1.10 -5.24 -0.01  -0.7632
Sb -0.05 -3.37 0.44  0.8578
C -0.27 -3.50 2.62  -0.3181
C -1.71 -3.63 3.07  -1.2344
C 1.95 -4.26 0.30  -0.6680
C 2.22 -5.46 1.19  -1.3469
H -3.02 -5.97 -0.69  0.4114
H -2.68 -4.29 -1.10  0.0860
H -3.13 -4.72 0.56  0.2240
H -0.59 -5.64 -0.89  0.4543
H -0.96 -5.94 0.82  0.3815
H 0.17 -2.58 3.02  0.0027
H 0.32 -4.34 2.98  0.5171
H -2.31 -2.82 2.64  0.2157
H -1.78 -3.58 4.16  0.3784
H -2.13 -4.58 2.75  0.3634
H 2.66 -3.46 0.50  0.2875
H 2.05 -4.54 -0.75  0.4263
H 2.30 -5.16 2.24  0.3065
H 3.17 -5.92 0.91  0.4207
H 1.44 -6.21 1.10  0.2593
C 0.64 3.20 -5.40  -1.4624
C 0.26 2.02 -4.51  0.1601
O -1.07 2.20 -4.08  -0.1378
P -1.77 1.00 -3.20  -0.8961
O -0.64 0.45 -2.36  0.3315
Te -3.65 2.00 -2.31  -0.3130
O -1.98 -0.18 -4.31  -0.0700
C -2.96 -0.07 -5.31  -0.3755
C -2.33 0.13 -6.68  -1.1256
H 1.68 3.11 -5.71  0.4062
H 0.49 4.13 -4.86  0.3024
H 0.00 3.21 -6.28  0.3109
H 0.93 1.97 -3.63  0.0886
H 0.36 1.07 -5.05  0.3571
H -3.62 0.78 -5.07  0.2969
H -3.54 -1.00 -5.30  0.3337
H -1.76 1.06 -6.71  0.1341
H -3.12 0.17 -7.43  0.4018
H -1.67 -0.70 -6.91  0.2870
N -0.15 0.10 0.34  0.7877
P -0.09 1.19 1.41  -1.8952
N 0.98 0.77 2.66  0.9179
C 0.96 1.20 4.04  -0.3231
C 2.39 1.32 4.60  -1.0043
C 3.36 1.77 3.52  -0.4253
C 3.42 0.72 2.39  -0.9068
C 2.10 -0.06 2.31  -0.4540
N -1.53 1.46 2.28  0.7582
C -2.24 2.69 2.46  0.4191
C -2.66 2.83 3.93  -0.5685
C -3.54 1.65 4.32  -0.9039
C -2.81 0.34 4.02  -0.5632
C -2.36 0.32 2.56  -0.4355
N 0.36 2.74 0.87  0.6920
C 0.28 2.98 -0.56  1.1717
C -0.46 4.27 -0.85  -0.6000
C 0.29 5.43 -0.20  -0.8252
C 0.43 5.17 1.30  -0.7229
C 1.07 3.79 1.55  -0.6401
H 0.41 0.48 4.66  -0.0074
H 0.45 2.16 4.11  0.2023
H 2.72 0.34 4.98  0.4010
H 2.40 2.02 5.44  0.4855
H 4.36 1.93 3.94  0.4665
H 3.02 2.72 3.12  -0.0426
H 4.24 0.03 2.57  0.5043
H 3.59 1.22 1.44  0.3409
H 2.14 -0.92 3.00  0.4835
H 1.92 -0.43 1.30  -0.5070
H -3.15 2.71 1.83  0.4425
H -1.59 3.51 2.15  -0.8973
H -3.20 3.77 4.06  0.3998
H -1.77 2.85 4.56  0.1778
H -4.46 1.69 3.73  0.3248
H -3.81 1.70 5.38  0.4345
H -3.47 -0.51 4.22  0.3885
H -1.94 0.25 4.67  0.1414
H -3.26 0.34 1.92  0.3697
H -1.79 -0.58 2.33  -0.0638
H -0.24 2.12 -1.00  -1.6136
H 1.29 3.03 -0.99  0.3496
H -1.47 4.22 -0.44  0.2719
H -0.55 4.41 -1.93  0.2104
H -0.23 6.38 -0.37  0.4458
H 1.29 5.50 -0.65  0.2950
H -0.56 5.21 1.76  0.2697
H 1.04 5.94 1.77  0.4054
H 1.08 3.59 2.62  0.1505
H 2.11 3.84 1.19  0.4569

Values from the calculation:
- E_LUMO (spin up / spin down): 2.14 / 2.12 eV
- Spin multiplicity: 1
- E: -106641.22133 eV
- Charge: -1
- M: 1041.0 g/mol
- HOMO-LUMO gap (spin up / spin down): 4.22 / 4.20 eV
- Highest occupied orbital energy (spin up / spin down): -2.1 / -2.1 eV

***

[3]
Here is a structure of composition C33H62InN5O5SSi2 in a non-equilibrium geometry from OMol25. Energies are from the ωB97M-V functional and the def2-TZVPD basis.

Each line ends with the Mulliken charge.
Atoms and positions in Å:
In 0.83 0.04 1.14  0.2759
O 3.58 -2.93 2.47  -0.8014
C 2.78 -2.22 1.86  0.0560
N 2.64 -0.90 1.92  -0.2101
C 3.44 -0.26 2.93  -1.4916
C 2.85 -0.35 4.32  0.9544
C 3.64 -0.03 5.43  -1.0018
C 3.08 -0.06 6.69  -0.4273
C 1.74 -0.42 6.82  -0.8270
C 1.04 -0.74 5.67  -0.2438
N 1.57 -0.70 4.44  0.4037
C 1.80 -2.89 0.91  0.2775
C 1.93 -4.24 0.61  -0.4437
C 1.04 -4.80 -0.29  -0.9556
C 0.07 -4.01 -0.87  -0.7698
C -0.01 -2.68 -0.51  -0.1066
N 0.82 -2.14 0.39  0.6218
H 4.45 -0.69 2.96  0.5274
H 3.56 0.80 2.68  0.4237
H 4.68 0.23 5.28  0.4295
H 3.67 0.19 7.56  0.4069
H 1.26 -0.47 7.78  0.4457
H 0.00 -1.05 5.73  0.3459
H 2.73 -4.79 1.08  0.5641
H 1.12 -5.85 -0.55  0.4330
H -0.62 -4.40 -1.60  0.5631
H -0.73 -2.00 -0.96  0.2045
C -3.04 -1.71 1.16  -1.0701
N -2.43 -0.95 2.23  1.1370
C -2.06 -1.80 3.34  -0.9248
C -3.28 0.14 2.69  -0.5812
C -3.67 1.12 1.59  -1.4455
N -2.53 1.69 0.89  0.9765
C -1.90 2.75 1.55  -1.2559
C -2.70 1.88 -0.54  -0.6482
H -4.06 -2.04 1.41  0.3106
H -2.44 -2.60 0.97  0.3977
H -3.07 -1.13 0.24  0.0391
H -2.92 -2.36 3.75  0.3504
H -1.63 -1.19 4.14  0.0305
H -1.30 -2.52 3.02  0.2378
H -2.75 0.67 3.48  -0.0932
H -4.22 -0.25 3.13  0.3836
H -4.29 1.91 2.05  0.5026
H -4.31 0.62 0.86  0.4870
H -2.60 3.39 2.12  0.3615
H -1.33 3.36 0.85  0.3912
H -0.24 1.38 2.06  -0.1292
H -3.45 2.66 -0.79  0.4229
H -3.01 0.95 -1.00  -0.2060
H -1.74 2.15 -0.98  -0.0241
C -0.45 2.99 -3.79  -1.3111
C 0.64 2.27 -4.57  1.7920
C 0.37 2.37 -6.07  -1.7128
C 2.01 2.86 -4.25  -1.6010
O 0.64 0.87 -4.27  -0.1889
Si 0.46 -0.01 -2.90  -0.4542
S 1.26 0.94 -1.25  -0.7006
O -1.15 -0.36 -2.66  0.6506
C -2.08 -1.03 -3.52  1.8142
C -1.72 -0.93 -5.00  -1.7213
C -3.43 -0.37 -3.28  -1.7006
C -2.14 -2.50 -3.11  -1.0907
O 1.09 -1.49 -3.25  0.2115
C 2.44 -1.91 -3.48  1.7288
C 3.13 -2.17 -2.14  -1.2280
C 3.21 -0.87 -4.28  -1.6509
C 2.33 -3.21 -4.26  -1.8653
H -0.54 4.03 -4.13  0.6221
H -0.21 2.99 -2.73  0.1362
H -1.41 2.50 -3.94  0.1061
H 0.46 3.40 -6.41  0.4396
H -0.63 2.01 -6.30  0.3670
H 1.10 1.76 -6.62  0.2942
H 2.03 3.93 -4.47  0.4841
H 2.78 2.37 -4.85  0.3258
H 2.25 2.71 -3.20  0.2509
H -1.70 0.10 -5.33  0.2335
H -2.46 -1.48 -5.59  0.5725
H -0.73 -1.37 -5.19  0.1871
H -3.37 0.70 -3.49  0.2833
H -3.75 -0.51 -2.25  0.2818
H -4.19 -0.80 -3.94  0.4378
H -1.16 -2.96 -3.28  -0.1314
H -2.89 -3.03 -3.68  0.5980
H -2.39 -2.58 -2.05  0.2265
H 3.12 -1.27 -1.53  0.1962
H 4.17 -2.47 -2.30  0.5969
H 2.62 -2.97 -1.60  0.1388
H 3.34 0.04 -3.70  0.2048
H 2.67 -0.62 -5.19  0.3099
H 4.20 -1.26 -4.54  0.5682
H 1.73 -3.93 -3.70  0.3075
H 3.31 -3.65 -4.44  0.3922
H 1.85 -3.03 -5.23  0.3811
C -0.72 4.95 3.54  -1.2831
Si -0.46 3.15 3.94  0.3189
C 1.34 2.76 4.20  -0.4880
C -1.55 2.59 5.33  -1.0960
O -0.96 2.25 2.56  0.7605
H -0.26 5.55 4.33  0.4051
H -1.77 5.23 3.49  0.3509
H -0.24 5.22 2.60  0.3753
H 1.88 3.67 4.48  0.5494
H 1.78 2.37 3.29  -0.0493
H 1.49 2.02 4.99  0.0255
H -1.37 3.20 6.23  0.4592
H -1.37 1.55 5.59  0.2369
H -2.61 2.70 5.07  0.3479

Values from the calculation:
- E_LUMO: 0.39 eV
- Spin multiplicity: 1
- E: -84686.91141 eV
- Charge: 0
- ΔE to the lowest compared entry with this formula, charge and spin: 256.74 kJ/mol
- M: 811.9 g/mol
- HOMO-LUMO gap: 7.29 eV
- Highest occupied orbital energy: -6.9 eV

***

[4]
Here is a cluster of 13 separate species, C33H62N13O17 in total in a non-equilibrium geometry from OMol25. Energies are from the ωB97M-V functional and the def2-TZVPD basis.

Each line ends with the Mulliken charge.
Atoms and positions in Å:
C 45.36 -48.70 -40.79  -1.9166
C 44.03 -48.32 -41.40  2.0423
C 42.87 -49.01 -40.49  -0.0191
C 42.75 -48.23 -39.25  -0.7340
C 42.20 -46.87 -39.67  -0.2125
C 43.18 -46.02 -40.46  1.7147
N 43.87 -46.92 -41.52  1.2853
O 44.54 -46.40 -42.49  -0.4334
C 44.32 -45.48 -39.58  -1.2272
C 42.51 -44.81 -41.29  -2.5740
C 43.85 -48.95 -42.73  -1.4394
H 45.98 -48.51 -41.58  0.4605
H 45.40 -49.66 -40.45  0.6457
H 46.07 -48.07 -40.09  -0.2586
H 43.03 -50.11 -40.28  0.5223
H 41.86 -49.24 -40.99  -0.9433
H 43.67 -48.07 -38.47  -0.5137
H 42.10 -48.69 -38.64  1.1666
H 41.96 -46.43 -38.72  0.7776
H 41.34 -47.05 -40.33  -1.1237
H 43.61 -45.07 -38.88  0.0840
H 44.83 -44.65 -40.07  0.1663
H 44.90 -46.25 -39.29  0.5525
H 41.85 -45.09 -42.01  0.8262
H 43.13 -44.03 -41.54  0.6306
H 41.86 -44.28 -40.67  0.4825
H 43.87 -50.08 -42.66  -0.1156
H 44.51 -48.65 -43.45  0.7255
H 42.86 -48.69 -42.99  0.4097
N 48.30 -46.03 -42.06  0.0166
C 49.09 -46.61 -40.91  -0.2690
C 48.75 -45.84 -39.69  -0.6459
C 47.76 -44.82 -40.17  -0.3761
C 47.55 -44.88 -41.57  -0.7283
H 48.30 -46.29 -42.95  0.1688
H 49.89 -47.41 -41.39  0.2729
H 49.19 -45.94 -38.68  0.4124
H 47.35 -44.18 -39.49  0.6778
H 46.99 -44.36 -42.38  0.5364
N 44.87 -41.14 -46.29  0.0024
C 43.78 -41.93 -46.51  -0.7067
C 43.63 -42.81 -45.17  0.0116
C 44.66 -42.44 -44.38  0.2382
C 45.55 -41.48 -45.14  -1.0669
H 45.34 -40.60 -46.98  0.2224
H 43.12 -41.94 -47.36  0.4028
H 42.76 -43.75 -45.06  0.1586
H 44.82 -42.79 -43.28  0.2291
H 46.35 -40.96 -44.90  0.4982
N 48.21 -50.98 -45.97  -0.0321
C 48.59 -50.20 -44.89  -1.2425
C 47.45 -50.09 -43.95  -0.0604
C 46.43 -50.89 -44.64  0.0355
C 46.90 -51.40 -46.00  -0.8073
H 48.71 -50.94 -46.82  0.2293
H 49.47 -49.98 -44.80  0.7277
H 47.40 -49.50 -43.06  0.5288
H 45.40 -51.09 -44.20  0.2639
H 46.51 -52.06 -46.80  0.3597
N 40.43 -51.43 -42.56  -0.1150
C 39.24 -51.22 -41.79  -0.5132
C 39.42 -51.51 -40.31  -0.2028
C 40.77 -52.22 -40.33  -0.9775
C 41.39 -52.09 -41.67  -0.8427
H 40.52 -51.35 -43.69  0.3452
H 38.44 -50.77 -42.42  0.4426
H 38.53 -51.43 -39.45  0.2749
H 41.25 -52.49 -39.53  0.6133
H 42.20 -52.38 -42.15  1.0147
C 45.47 -43.91 -36.19  -0.7620
N 44.00 -44.24 -35.89  0.8079
O 43.06 -43.75 -36.55  -0.4562
O 43.67 -44.92 -34.86  -0.4977
H 45.86 -44.46 -37.18  0.1852
H 45.94 -44.02 -35.17  0.2865
H 45.55 -42.95 -36.36  0.4327
C 39.81 -43.31 -38.15  -0.3607
N 39.15 -44.70 -38.04  0.6535
O 38.58 -44.94 -37.03  -0.5418
O 39.25 -45.37 -39.08  -0.2820
H 40.73 -43.76 -38.34  -0.1384
H 39.71 -42.80 -37.20  0.3601
H 39.20 -42.63 -38.79  0.2610
C 37.05 -47.78 -38.49  -0.7856
N 38.56 -48.10 -38.57  0.7806
O 39.21 -48.02 -37.47  -0.5483
O 38.96 -48.46 -39.66  -0.2103
H 36.94 -46.65 -38.73  0.2229
H 36.72 -48.21 -37.56  0.3483
H 36.61 -48.29 -39.38  0.2699
C 39.41 -47.63 -42.70  -0.7819
N 38.96 -46.36 -42.21  1.0032
O 37.75 -46.41 -41.88  -0.5994
O 39.67 -45.44 -42.17  -0.4921
H 38.54 -48.07 -43.14  0.3110
H 40.03 -48.14 -41.83  0.1126
H 40.14 -47.28 -43.40  0.3400
C 39.61 -41.80 -42.98  -1.1672
N 39.33 -40.81 -42.02  1.0350
O 38.27 -40.92 -41.46  -0.5384
O 39.89 -39.75 -42.26  -0.5512
H 38.81 -42.35 -43.56  0.2851
H 40.26 -42.42 -42.39  0.2071
H 40.37 -41.63 -43.58  0.7367
C 42.98 -39.76 -39.94  -0.7585
N 42.03 -40.75 -39.34  0.6767
O 41.10 -40.29 -38.75  -0.4639
O 42.05 -41.90 -39.81  -0.3278
H 42.77 -39.57 -41.00  0.2806
H 43.93 -40.39 -40.11  0.2470
H 43.14 -39.06 -39.11  0.3183
C 47.53 -52.67 -41.12  -0.5277
N 46.20 -52.95 -41.78  0.7290
O 45.26 -52.17 -41.44  -0.3765
O 45.87 -54.04 -42.29  -0.5113
H 47.47 -51.63 -40.90  0.1073
H 48.31 -52.86 -41.84  0.3087
H 47.49 -53.38 -40.18  0.2887
C 46.89 -49.11 -35.57  -0.8531
N 45.83 -48.57 -36.38  0.8197
O 45.91 -47.39 -36.69  -0.3989
O 45.02 -49.38 -36.89  -0.4810
H 46.72 -50.22 -35.15  0.2708
H 46.99 -48.50 -34.79  0.3542
H 47.82 -49.14 -36.19  0.2933

Values from the calculation:
- E_LUMO: -5.44 eV
- Spin multiplicity: 1
- E: -89356.96242 eV
- Charge: +1
- ΔE to the lowest compared entry with this formula, charge and spin: 242.67 kJ/mol
- M: 912.9 g/mol
- HOMO-LUMO gap: 4.19 eV
- Highest occupied orbital energy: -9.6 eV

***

Which value of spin multiplicity does entry 2 give?
1

***

Number 2 is which compound?
C33H62Cl2MoN4O3P2SbTe

***

Which value of spin multiplicity does entry 1 give?
1